{"formula": "C38H63ClGeN5OPS2Zn", "method": "ωB97M-V with the def2-TZVPD basis set", "elements": ["Zn", "N", "C", "N", "S", "H", "H", "H", "H", "C", "C", "C", "C", "C", "N", "H", "H", "H", "H", "H", "H", "H", "H", "H", "Ge", "C", "C", "C", "C", "C", "C", "C", "C", "C", "C", "C", "C", "H", "H", "H", "H", "H", "H", "H", "H", "H", "H", "H", "C", "N", "C", "N", "S", "H", "H", "H", "H", "H", "H", "O", "P", "C", "C", "C", "C", "C", "C", "C", "C", "C", "C", "C", "C", "C", "C", "C", "C", "C", "C", "H", "H", "H", "H", "H", "H", "H", "H", "H", "H", "H", "H", "H", "H", "H", "H", "H", "H", "H", "H", "H", "H", "H", "H", "H", "H", "H", "H", "H", "H", "H", "H", "H", "Cl"], "coordinates": [[1.6586, 0.1703, -0.4807], [3.9154, -2.8699, -3.1783], [3.0477, -2.3263, -2.3216], [2.7926, -2.9796, -1.1916], [2.3278, -0.8277, -2.7113], [4.3196, -3.7792, -3.0284], [4.1262, -2.3915, -4.0346], [3.1617, -3.9026, -1.0274], [2.0187, -2.6618, -0.6231], [5.7418, 0.3772, 2.7922], [5.6902, -0.4981, 1.5278], [6.1380, -1.9342, 1.8352], [6.5515, 0.1191, 0.4066], [4.3035, -0.5288, 1.0319], [3.2307, -0.5535, 0.6331], [6.7764, 0.4315, 3.1340], [5.1345, -0.0474, 3.5936], [5.3932, 1.3904, 2.5826], [7.1690, -1.9071, 2.1898], [6.0969, -2.5605, 0.9419], [5.5180, -2.3843, 2.6123], [7.5861, 0.1681, 0.7498], [6.2130, 1.1284, 0.1649], [6.5124, -0.4872, -0.5006], [0.8560, 3.6198, 1.9666], [-0.4654, 3.5946, 3.3563], [-0.0880, 3.2323, 4.6497], [-1.0462, 3.1493, 5.6512], [-2.3773, 3.4245, 5.3616], [-2.7547, 3.7953, 4.0762], [-1.8005, 3.8824, 3.0722], [0.4990, 4.7147, 0.4225], [-0.5901, 4.4954, -0.4197], [-0.8670, 5.3858, -1.4490], [-0.0638, 6.5052, -1.6342], [1.0310, 6.7239, -0.8049], [1.3150, 5.8292, 0.2194], [2.2970, 3.7555, 2.4578], [0.9522, 3.0273, 4.8797], [-0.7540, 2.8750, 6.6579], [-3.1243, 3.3587, 6.1437], [-3.7914, 4.0246, 3.8593], [-2.0930, 4.1974, 2.0752], [-1.2318, 3.6336, -0.2714], [-1.7227, 5.2197, -2.0939], [-0.3004, 7.2171, -2.4161], [1.6547, 7.6003, -0.9463], [2.1643, 6.0082, 0.8724], [3.0618, 4.6440, -4.3018], [3.2961, 3.9564, -3.0365], [2.6036, 2.9095, -2.6070], [1.6045, 2.4713, -3.3823], [3.0071, 2.2065, -1.0993], [3.8085, 5.4242, -4.4170], [2.0737, 5.1081, -4.3215], [3.1635, 3.9579, -5.1446], [3.9958, 4.3087, -2.4104], [1.4550, 2.8469, -4.3035], [1.1596, 1.6043, -3.1608], [0.1802, -1.2120, -0.2574], [-1.3167, -1.6124, -0.1936], [-2.3483, -0.1019, -0.1306], [-3.7869, -0.2466, -0.6695], [-4.5519, 1.0546, -0.4203], [-4.7731, 1.2952, 1.0860], [-3.7034, 0.5965, 1.9378], [-2.3391, 0.6211, 1.2478], [-1.4826, -2.5656, 1.3517], [-0.4689, -3.7264, 1.4317], [-1.0301, -5.0662, 0.9562], [-2.3108, -5.4126, 1.7131], [-3.3767, -4.3470, 1.4722], [-2.8895, -2.9501, 1.8640], [-1.7821, -2.4086, -1.7672], [-3.1092, -3.1804, -1.7960], [-3.5284, -3.4020, -3.2560], [-2.3270, -3.8126, -4.1374], [-1.1939, -4.3791, -3.2836], [-0.6541, -3.3098, -2.3201], [-1.8015, 0.5102, -0.8573], [-4.3189, -1.0708, -0.1861], [-3.7651, -0.4615, -1.7405], [-5.5086, 1.0226, -0.9411], [-3.9839, 1.8815, -0.8616], [-5.7592, 0.9308, 1.3778], [-4.7656, 2.3687, 1.2884], [-3.9996, -0.4347, 2.1409], [-3.6150, 1.0857, 2.9088], [-1.5886, 0.2073, 1.9112], [-2.0596, 1.6647, 1.0927], [-1.1064, -1.7804, 2.0169], [-0.1712, -3.8326, 2.4794], [0.4382, -3.4631, 0.8812], [-0.2784, -5.8414, 1.1137], [-1.2404, -5.0335, -0.1206], [-2.0879, -5.4759, 2.7841], [-2.6827, -6.3903, 1.4036], [-4.2745, -4.5719, 2.0496], [-3.6711, -4.3657, 0.4238], [-2.8443, -2.9037, 2.9555], [-3.6280, -2.2102, 1.5550], [-1.8891, -1.5317, -2.4197], [-3.9058, -2.6663, -1.2571], [-2.9640, -4.1450, -1.3116], [-3.9759, -2.4850, -3.6471], [-4.3034, -4.1691, -3.2869], [-1.9492, -2.9470, -4.6920], [-2.6396, -4.5449, -4.8805], [-0.3808, -4.7336, -3.9199], [-1.5532, -5.2505, -2.7265], [0.0581, -2.6802, -2.8468], [-0.1233, -3.7994, -1.5003], [0.7794, 1.4300, 1.3849]], "relative_energy_kj_mol": 65.8, "charge": 2, "lumo_ev": -4.097, "molar_mass_g_mol": 874.52, "energy_ha": -7288.7287, "homo_ev": -13.407}